(A)
ORCA calculation (ωB97M-V with the def2-TZVPD basis set) on a 6-piece molecular cluster, C30H69N9O8PS overall.

Computed properties:
HOMO level = -10.802 eV
E_LUMO = -3.8 eV
HOMO-LUMO gap = 7.02 eV
Net charge = +1

Each line ends with the Mulliken charge.
Cartesian coordinates (Å):
C (1.715, -0.964, 3.442)  -0.762
C (2.863, -1.841, 2.639)  0.190
O (2.733, -1.458, 1.201)  -0.232
C (3.865, -2.111, 0.467)  -0.449
C (4.438, -1.220, -0.784)  -0.407
O (5.546, -0.313, -0.450)  -0.422
C (5.142, 0.758, 0.472)  -0.242
N (4.033, 1.657, -0.038)  0.081
C (3.871, 2.956, 0.457)  -0.200
N (4.658, 3.708, 1.509)  -0.336
C (4.558, 5.200, 1.109)  -0.484
P (4.181, 6.472, 2.483)  0.071
S (5.433, 8.008, 2.391)  -0.354
C (3.645, 5.175, -0.262)  0.112
C (2.964, 6.558, -0.818)  -0.715
N (1.587, 6.199, -1.383)  -0.390
N (2.783, 3.972, 0.056)  0.087
O (1.849, 4.172, 1.036)  -0.027
C (0.801, 3.155, 0.690)  -0.324
C (-0.653, 3.506, 1.406)  0.241
C (-1.106, 5.072, 1.221)  -0.935
C (-1.760, 2.409, 0.869)  0.869
C (-2.647, 1.716, 2.102)  -1.016
C (-2.835, 3.020, -0.225)  -0.919
H (1.815, 0.207, 3.239)  0.149
H (0.610, -1.240, 3.147)  0.074
H (1.824, -1.191, 4.593)  0.358
H (2.673, -2.988, 2.781)  -0.162
H (3.937, -1.590, 3.035)  0.335
H (4.693, -2.498, 1.198)  0.327
H (3.378, -3.088, -0.017)  0.299
H (3.519, -0.715, -1.303)  0.191
H (4.874, -1.997, -1.577)  0.340
H (4.861, 0.395, 1.557)  0.261
H (6.094, 1.462, 0.608)  0.291
H (3.343, 1.397, -0.803)  0.412
H (5.695, 3.528, 1.329)  0.370
H (5.594, 5.608, 0.685)  0.456
H (2.847, 7.014, 2.296)  0.100
H (4.340, 5.799, 3.777)  0.148
H (4.360, 4.775, -1.106)  0.267
H (3.604, 6.916, -1.756)  0.261
H (2.931, 7.442, -0.052)  0.342
H (1.747, 5.996, -2.405)  0.231
H (1.014, 7.075, -1.329)  0.223
H (1.110, 2.065, 1.058)  0.005
H (0.724, 3.181, -0.491)  0.263
H (-0.503, 3.336, 2.577)  0.171
H (-0.358, 5.853, 1.697)  0.211
H (-2.180, 5.180, 1.718)  0.369
H (-1.240, 5.343, 0.069)  0.047
H (-1.155, 1.546, 0.333)  -0.133
H (-3.135, 0.739, 1.625)  0.197
H (-3.526, 2.440, 2.436)  0.268
H (-1.986, 1.463, 3.048)  0.304
H (-3.600, 2.141, -0.467)  0.254
H (-2.274, 3.364, -1.215)  0.140
H (-3.483, 3.899, 0.208)  0.293
C (-2.380, 0.030, -2.593)  -0.476
C (-3.414, 0.895, -3.258)  0.654
O (-3.522, 2.095, -3.009)  -0.631
N (-4.248, 0.310, -4.165)  -0.175
C (-4.273, -1.071, -4.585)  -0.870
H (-1.790, 0.633, -1.896)  -0.225
H (-2.869, -0.769, -2.029)  0.090
H (-1.706, -0.390, -3.343)  0.444
H (-4.917, 0.952, -4.572)  0.263
H (-4.108, -1.100, -5.665)  0.296
H (-5.263, -1.476, -4.360)  0.282
H (-3.513, -1.673, -4.085)  0.322
C (-1.943, -3.569, 1.299)  -1.227
C (-2.976, -2.705, 0.634)  0.760
O (-3.085, -1.505, 0.883)  -0.645
N (-3.810, -3.290, -0.273)  -0.082
C (-3.836, -4.671, -0.693)  -0.964
H (-1.352, -2.967, 1.996)  0.104
H (-2.432, -4.368, 1.863)  0.388
H (-1.269, -3.990, 0.548)  0.373
H (-4.480, -2.648, -0.681)  0.243
H (-3.670, -4.700, -1.773)  0.294
H (-4.825, -5.076, -0.468)  0.357
H (-3.075, -5.272, -0.194)  0.321
C (-1.789, 5.962, -3.710)  -1.201
C (-0.855, 7.122, -3.906)  0.699
O (0.340, 7.056, -3.623)  -0.677
N (-1.370, 8.278, -4.416)  -0.168
C (-2.734, 8.545, -4.806)  -0.842
H (-1.238, 5.112, -3.297)  0.163
H (-2.580, 6.235, -3.007)  0.389
H (-2.218, 5.662, -4.670)  0.456
H (-0.684, 9.016, -4.521)  0.253
H (-2.738, 8.819, -5.863)  0.289
H (-3.098, 9.388, -4.212)  0.283
H (-3.388, 7.685, -4.652)  0.328
C (2.700, -5.538, 3.820)  -0.998
C (2.554, -6.989, 3.458)  0.633
O (1.534, -7.434, 2.935)  -0.663
N (3.600, -7.822, 3.728)  -0.157
C (4.868, -7.488, 4.332)  -0.789
H (1.788, -4.997, 3.547)  0.212
H (2.852, -5.435, 4.898)  0.353
H (3.538, -5.099, 3.273)  0.305
H (3.432, -8.784, 3.458)  0.239
H (5.660, -7.752, 3.627)  0.273
H (4.979, -8.085, 5.240)  0.283
H (4.943, -6.429, 4.583)  0.311
C (-5.095, -9.728, 0.644)  -1.412
C (-4.797, -8.361, 0.097)  0.967
O (-5.280, -7.341, 0.587)  -0.625
N (-3.961, -8.270, -0.976)  -0.060
C (-3.303, -9.345, -1.681)  -0.919
H (-5.775, -9.643, 1.497)  0.296
H (-5.579, -10.339, -0.123)  0.364
H (-4.172, -10.204, 0.984)  0.361
H (-3.805, -7.320, -1.290)  0.118
H (-2.225, -9.177, -1.627)  0.288
H (-3.622, -9.311, -2.726)  0.290
H (-3.539, -10.324, -1.262)  0.362

---

(B)
ORCA calculation (ωB97M-V with the def2-TZVPD basis set) on a 6-piece molecular cluster, C30H69N9O8PS overall.

Computed properties:
HOMO level = -10.910 eV
E_LUMO = -2.7 eV
HOMO-LUMO gap = 8.18 eV
Net charge = +1

Each line ends with the Mulliken charge.
Cartesian coordinates (Å):
C (1.701, -0.398, 2.538)  -1.122
C (2.787, -1.286, 1.995)  0.180
O (3.090, -0.858, 0.667)  -0.155
C (4.209, -1.542, 0.125)  -0.513
C (4.943, -0.658, -0.848)  -0.744
O (5.916, 0.212, -0.271)  -0.495
C (5.458, 1.145, 0.640)  -0.504
N (4.406, 2.023, 0.078)  0.030
C (4.120, 3.183, 0.547)  0.178
N (4.716, 3.826, 1.592)  -0.325
C (4.447, 5.280, 1.364)  -0.542
P (3.679, 6.202, 2.763)  0.144
S (4.579, 7.902, 3.065)  -0.354
C (3.724, 5.261, -0.015)  0.036
C (2.848, 6.432, -0.468)  -1.247
N (1.656, 5.895, -1.148)  -0.353
N (3.059, 3.961, 0.013)  -0.200
O (2.030, 3.994, 0.966)  0.346
C (1.009, 3.037, 0.631)  -0.888
C (-0.253, 3.381, 1.390)  0.829
C (-0.620, 4.850, 1.240)  -1.420
C (-1.350, 2.381, 0.948)  1.673
C (-2.097, 1.778, 2.135)  -1.679
C (-2.356, 2.962, -0.041)  -2.038
H (1.996, 0.647, 2.499)  0.184
H (0.779, -0.500, 1.969)  0.163
H (1.484, -0.673, 3.567)  0.492
H (2.443, -2.320, 1.967)  -0.148
H (3.681, -1.233, 2.626)  0.457
H (4.858, -1.940, 0.906)  0.404
H (3.841, -2.397, -0.450)  0.419
H (4.194, -0.121, -1.434)  0.294
H (5.484, -1.282, -1.550)  0.439
H (5.073, 0.712, 1.566)  0.359
H (6.307, 1.776, 0.894)  0.467
H (3.843, 1.748, -0.719)  0.316
H (5.724, 3.685, 1.614)  0.318
H (5.368, 5.836, 1.204)  0.596
H (2.330, 6.386, 2.429)  0.012
H (3.759, 5.317, 3.849)  0.111
H (4.532, 5.123, -0.739)  0.535
H (3.444, 7.013, -1.169)  0.322
H (2.577, 7.095, 0.347)  0.541
H (1.834, 5.849, -2.143)  0.194
H (0.901, 6.561, -1.053)  0.218
H (1.329, 2.033, 0.903)  -0.138
H (0.852, 3.097, -0.446)  0.441
H (-0.051, 3.208, 2.450)  0.181
H (0.147, 5.505, 1.639)  0.139
H (-1.555, 5.032, 1.763)  0.519
H (-0.782, 5.107, 0.196)  0.084
H (-0.849, 1.557, 0.431)  -0.181
H (-2.600, 0.890, 1.776)  0.361
H (-2.853, 2.475, 2.495)  0.382
H (-1.430, 1.534, 2.958)  0.419
H (-3.096, 2.196, -0.247)  0.488
H (-1.885, 3.249, -0.974)  0.380
H (-2.896, 3.809, 0.376)  0.438
C (-2.063, -0.072, -2.305)  -0.299
C (-3.107, 0.752, -3.025)  0.639
O (-3.184, 1.960, -2.872)  -0.597
N (-3.969, 0.095, -3.843)  -0.163
C (-4.027, -1.326, -4.131)  -0.880
H (-1.462, 0.595, -1.694)  -0.354
H (-2.527, -0.811, -1.651)  -0.041
H (-1.414, -0.581, -3.020)  0.496
H (-4.642, 0.699, -4.289)  0.268
H (-3.886, -1.502, -5.198)  0.298
H (-4.997, -1.731, -3.840)  0.287
H (-3.252, -1.857, -3.587)  0.307
C (-1.810, -3.563, 1.659)  -1.463
C (-2.679, -2.625, 0.863)  0.700
O (-2.711, -1.423, 1.089)  -0.637
N (-3.441, -3.168, -0.118)  -0.029
C (-3.533, -4.565, -0.511)  -1.018
H (-1.273, -2.979, 2.402)  0.366
H (-2.412, -4.314, 2.170)  0.440
H (-1.090, -4.068, 1.016)  0.342
H (-4.011, -2.496, -0.608)  0.249
H (-3.238, -4.673, -1.559)  0.301
H (-4.555, -4.921, -0.392)  0.406
H (-2.885, -5.181, 0.104)  0.296
C (-1.578, 5.001, -3.633)  -1.229
C (-1.003, 6.394, -3.724)  0.566
O (0.167, 6.631, -3.435)  -0.682
N (-1.822, 7.388, -4.135)  -0.155
C (-3.222, 7.298, -4.512)  -0.826
H (-0.802, 4.324, -3.290)  0.270
H (-2.407, 4.968, -2.925)  0.410
H (-1.931, 4.663, -4.607)  0.504
H (-1.376, 8.291, -4.175)  0.261
H (-3.354, 7.628, -5.543)  0.289
H (-3.827, 7.934, -3.865)  0.285
H (-3.577, 6.277, -4.426)  0.319
C (1.825, -4.963, 2.672)  -0.703
C (1.583, -6.341, 2.095)  0.620
O (0.699, -6.546, 1.279)  -0.657
N (2.393, -7.346, 2.516)  -0.172
C (3.483, -7.285, 3.471)  -0.814
H (1.104, -4.277, 2.241)  -0.129
H (1.700, -4.967, 3.755)  0.374
H (2.831, -4.623, 2.422)  0.365
H (2.180, -8.236, 2.093)  0.242
H (4.416, -7.595, 2.998)  0.280
H (3.285, -7.951, 4.312)  0.289
H (3.605, -6.277, 3.851)  0.314
C (-5.414, -9.459, 0.933)  -1.450
C (-4.900, -8.175, 0.327)  0.971
O (-5.322, -7.085, 0.678)  -0.615
N (-3.942, -8.279, -0.632)  -0.069
C (-3.329, -9.484, -1.162)  -0.892
H (-6.166, -9.211, 1.675)  0.306
H (-5.867, -10.093, 0.170)  0.370
H (-4.606, -10.007, 1.420)  0.365
H (-3.640, -7.393, -1.002)  0.127
H (-2.252, -9.465, -0.990)  0.270
H (-3.508, -9.557, -2.236)  0.290
H (-3.741, -10.364, -0.683)  0.352

---

Energy above the most stable structure, in kcal/mol: (A) 202.2; (B) 0.0

---

(A)
ORCA calculation (ωB97M-V with the def2-TZVPD basis set) on an isolated ion of composition C4H9N2 and charge +1.

Computed properties:
HOMO level = -14.643 eV
E_LUMO = -3.4 eV
SMILES = CC[C@@]12N[C@@H]1[NH2+]2
HOMO-LUMO gap = 11.24 eV
Net charge = +1

Each line ends with the natural charge from an NBO analysis.
Cartesian coordinates (Å):
C (0.513, 0.828, 1.694)  -0.623
C (0.602, 1.006, 0.125)  -0.458
C (0.014, -0.145, -0.620)  0.278
N (-0.322, -0.287, -2.040)  -0.546
C (-0.111, -1.473, -1.179)  0.086
N (-1.179, -0.989, -0.295)  -0.545
H (0.587, -0.221, 2.044)  0.210
H (-0.481, 1.209, 2.000)  0.224
H (1.344, 1.427, 2.261)  0.263
H (1.588, 1.355, -0.208)  0.276
H (-0.137, 1.959, -0.043)  0.257
H (0.551, -0.039, -2.596)  0.397
H (0.483, -2.351, -1.106)  0.276
H (-2.116, -0.773, -0.694)  0.445
H (-1.335, -1.506, 0.659)  0.461

---

(B)
ORCA calculation (ωB97M-V with the def2-TZVPD basis set) on an isolated ion of composition C4H9N2 and charge +1.

Computed properties:
HOMO level = -14.773 eV
E_LUMO = -4.5 eV
SMILES = C/[NH+]=C/[C@H]1CN1
HOMO-LUMO gap = 10.22 eV
Net charge = +1

Each line ends with the natural charge from an NBO analysis.
Cartesian coordinates (Å):
C (-2.501, -0.243, 0.143)  -0.411
N (-1.065, -0.149, -0.113)  -0.423
C (-0.273, 0.837, -0.261)  0.278
C (1.191, 0.654, -0.478)  -0.199
C (2.004, -0.006, 0.701)  -0.170
N (1.721, -0.775, -0.463)  -0.548
H (-2.747, 0.284, 1.086)  0.244
H (-2.634, -1.298, 0.081)  0.233
H (-2.976, 0.211, -0.647)  0.230
H (-0.700, -1.114, -0.058)  0.443
H (-0.781, 1.870, -0.267)  0.247
H (1.656, 1.427, -0.998)  0.248
H (2.834, 0.517, 1.034)  0.234
H (1.365, -0.456, 1.521)  0.204
H (2.513, -0.821, -1.091)  0.391

---

Energy above the most stable structure, in kcal/mol: (A) 42.9; (B) 0.0

---

(A)
ORCA calculation (ωB97M-V with the def2-TZVPD basis set) on a 2-piece molecular cluster, C4H9N2 overall.

Computed properties:
HOMO level = -14.508 eV
E_LUMO = -4.3 eV
HOMO-LUMO gap = 10.17 eV
Net charge = +1

Each line ends with the natural charge from an NBO analysis.
Cartesian coordinates (Å):
C (2.463, 0.546, -0.300)  0.264
C (0.443, 1.097, -0.212)  0.156
C (-1.695, 0.518, 0.384)  -0.429
C (-0.332, -1.305, -0.480)  -0.439
N (2.667, -0.054, 0.722)  -0.569
N (-0.424, 0.144, -0.106)  -0.302
H (2.883, 0.912, -1.265)  0.245
H (0.070, 2.004, 0.257)  0.199
H (-1.874, 1.592, 0.349)  0.236
H (-1.828, 0.121, 1.495)  0.245
H (-2.400, 0.046, -0.312)  0.228
H (0.213, -1.770, 0.431)  0.254
H (0.386, -1.429, -1.436)  0.251
H (-1.312, -1.737, -0.649)  0.247
H (3.550, -0.445, 0.926)  0.414

---

(B)
ORCA calculation (ωB97M-V with the def2-TZVPD basis set) on C4H9N2 as an isolated structure.

Computed properties:
HOMO level = -15.054 eV
E_LUMO = -3.6 eV
HOMO-LUMO gap = 11.45 eV
Net charge = +1

Each line ends with the natural charge from an NBO analysis.
Cartesian coordinates (Å):
C (-0.942, -0.922, 0.103)  0.359
C (-1.772, 0.801, -0.039)  0.000
C (2.097, -0.469, -0.023)  -0.638
C (1.083, 0.702, 0.095)  -0.230
N (-2.221, -0.511, 0.077)  -0.578
N (-0.258, 0.198, 0.033)  -0.307
H (-0.788, -1.995, 0.318)  0.249
H (-1.818, 1.061, -1.173)  0.233
H (-1.929, 1.601, 0.673)  0.251
H (2.003, -1.377, 0.585)  0.233
H (2.085, -0.787, -1.096)  0.225
H (3.099, -0.107, 0.236)  0.254
H (1.311, 1.531, -0.708)  0.250
H (1.222, 1.132, 1.064)  0.228
H (-3.170, -0.857, -0.144)  0.471

---

Energy above the most stable structure, in kcal/mol: (A) 38.1; (B) 0.0